Molecular formula: C6H12N2
Method: DFT, ωB97M-V/def2-TZVPD

Values from the calculation:
E_LUMO (spin up / spin down) ... -3.79 / -8.12 eV
E_tot ... -344.96924 a.u.
2S+1 ... 2
Molar mass ... 112.2 g mol⁻¹
Net charge ... +1
Frontier orbital gap (spin up / spin down) ... 10.895 / 6.564 eV

Each line ends with the Löwdin charge.
Element x y z (Å)
C (2.8541, -1.4700, 0.4008)  -0.18
C (1.8959, -0.3557, -0.1086)  -0.17
H (3.5404, -1.2178, 1.1557)  0.03
H (2.3647, -2.4699, 0.7326)  0.10
H (3.6111, -1.7553, -0.3533)  0.07
H (1.4357, -0.7202, -1.0095)  0.05
H (1.2909, -0.0654, 0.8530)  0.08
H (2.5405, 0.4275, -0.4382)  0.05
C (-2.6145, -0.5046, -1.2094)  0.01
C (-1.6999, 0.4529, 0.8974)  0.08
C (-1.7556, 0.3639, -0.4668)  -0.25
C (-0.4590, 2.0488, 0.0145)  -0.07
N (-0.8747, 1.5366, 1.2151)  0.10
N (-0.9354, 1.3417, -1.0221)  0.17
H (-2.0536, -0.2507, 1.7287)  0.19
H (-0.6348, 2.0353, 2.1439)  0.23
H (-2.9511, -0.2582, -2.2804)  0.16
H (-3.4689, -0.7562, -0.6592)  0.09
H (0.1267, 3.0108, -0.0851)  0.18
H (-2.2124, -1.3936, -1.5092)  0.08



Molecular formula: C34H58AsIN5ReS3Si3
Method: DFT, ωB97M-V/def2-TZVPD

Values from the calculation:
E_LUMO (spin up / spin down) ... -9.06 / -8.81 eV
E_tot ... -6278.18336 a.u.
2S+1 ... 2
Molar mass ... 1105.4 g mol⁻¹
Net charge ... +3
Frontier orbital gap (spin up / spin down) ... 6.529 / 6.788 eV

Each line ends with the Löwdin charge.
Element x y z (Å)
Re (-0.2009, 0.1442, 0.4787)  1.22
C (1.2533, -2.8528, 2.8863)  -0.17
Si (-0.2530, -1.8115, 3.2670)  0.45
C (-0.3138, -1.6742, 5.1273)  -0.15
C (-1.7459, -2.7754, 2.6925)  -0.18
C (-0.0871, 0.0350, 2.4567)  -0.56
Si (-1.3607, 1.1305, 3.5989)  0.48
C (-2.8483, 0.2663, 4.3603)  -0.17
C (-2.0462, 2.5985, 2.6746)  -0.16
C (-0.3929, 1.7694, 5.0672)  -0.16
Si (1.6949, 0.6877, 2.9337)  0.51
C (2.5474, 0.1016, 4.4755)  -0.14
C (1.8399, 2.5628, 2.8149)  -0.15
C (2.6993, 0.1286, 1.4371)  -0.30
C (4.0857, 0.0899, 1.3508)  -0.02
C (4.7036, 0.0205, 0.1121)  -0.01
C (3.9083, -0.0208, -1.0253)  -0.03
C (2.5362, -0.0420, -0.8852)  -0.18
N (1.9443, 0.0303, 0.3210)  -0.14
H (1.0522, -3.5450, 2.0705)  0.03
H (1.4273, -3.4649, 3.7759)  0.06
H (2.1813, -2.3174, 2.6845)  0.02
H (-0.4346, -2.7117, 5.4588)  0.07
H (-1.1444, -1.1162, 5.5488)  0.02
H (0.6132, -1.3135, 5.5662)  0.03
H (-1.5056, -3.8231, 2.9005)  0.06
H (-1.9718, -2.7084, 1.6301)  -0.01
H (-2.6525, -2.5534, 3.2533)  0.03
H (-3.7602, 0.7326, 3.9851)  0.05
H (-2.8027, 0.4655, 5.4338)  0.06
H (-2.9468, -0.8087, 4.2448)  0.01
H (-2.7635, 2.3065, 1.9063)  0.02
H (-1.2953, 3.2641, 2.2517)  0.02
H (-2.6061, 3.1771, 3.4159)  0.07
H (-0.0822, 0.9749, 5.7436)  0.03
H (-1.1373, 2.3653, 5.6066)  0.07
H (0.4474, 2.4306, 4.8789)  0.02
H (2.0862, 0.4790, 5.3860)  0.04
H (3.5515, 0.5377, 4.4338)  0.06
H (2.6599, -0.9780, 4.5569)  0.04
H (0.9121, 3.0773, 2.5657)  0.02
H (2.5878, 2.8337, 2.0656)  0.04
H (2.1944, 2.9691, 3.7637)  0.06
H (4.6787, 0.1566, 2.2538)  0.12
H (5.7830, 0.0216, 0.0330)  0.13
H (4.3394, -0.0330, -2.0170)  0.13
H (1.8924, -0.0647, -1.7575)  0.00
I (3.1593, 4.8374, -1.0145)  1.00
C (1.2406, 4.0919, -0.7627)  -0.70
C (0.1098, 4.8797, -0.9292)  -0.06
C (-1.1302, 4.2967, -0.7205)  0.00
C (-1.2105, 2.9705, -0.3599)  -0.13
N (-0.1179, 2.1877, -0.1942)  -0.05
C (1.0854, 2.7696, -0.3999)  -0.20
H (0.1922, 5.9227, -1.2068)  0.12
H (-2.0406, 4.8704, -0.8228)  0.14
H (-2.1685, 2.5213, -0.1775)  0.09
H (1.9600, 2.1627, -0.2617)  0.07
C (2.8286, -3.0494, -2.6798)  -0.01
N (1.9379, -2.8973, -1.5248)  -0.16
C (2.5616, -3.0548, -0.2178)  -0.03
C (0.6284, -2.7290, -1.6724)  -0.57
S (-0.5007, -1.9207, -0.5315)  0.78
N (-0.0017, -3.2528, -2.7147)  -0.17
C (-1.2905, -2.7720, -3.2294)  -0.07
C (0.4481, -4.5076, -3.3367)  0.00
H (3.7288, -2.4742, -2.4680)  0.09
H (2.3502, -2.6392, -3.5655)  0.10
H (3.1195, -4.0851, -2.8511)  0.11
H (2.6320, -4.1124, 0.0420)  0.12
H (1.9755, -2.5403, 0.5315)  0.02
H (3.5640, -2.6353, -0.2466)  0.10
H (-1.3652, -1.6964, -3.1179)  0.01
H (-2.1187, -3.2748, -2.7301)  0.11
H (-1.3193, -3.0068, -4.2916)  0.11
H (1.1240, -5.0374, -2.6733)  0.10
H (0.9253, -4.3331, -4.3000)  0.11
H (-0.4364, -5.1233, -3.4906)  0.11
C (1.4309, 0.3896, -6.9734)  -0.24
As (0.6976, 1.4973, -5.5890)  0.67
C (-0.9799, 2.1657, -6.2413)  -0.24
C (1.8670, 3.0093, -5.4034)  -0.24
S (0.4767, 0.4373, -3.7708)  0.15
H (1.5299, 0.9712, -7.8891)  0.05
H (0.7629, -0.4525, -7.1413)  0.04
H (2.4070, 0.0278, -6.6577)  0.04
H (-0.8188, 2.7047, -7.1740)  0.05
H (-1.4094, 2.8342, -5.4979)  0.04
H (-1.6506, 1.3263, -6.4126)  0.04
H (1.9489, 3.5258, -6.3590)  0.05
H (2.8474, 2.6596, -5.0870)  0.04
H (1.4583, 3.6822, -4.6523)  0.03
S (-3.8199, 0.5114, -2.3367)  1.16
C (-2.2989, 0.5068, -1.5913)  -0.56
N (-2.2722, 0.2446, -0.3054)  -0.19
C (-3.5614, -0.0246, 0.1634)  -0.29
C (-3.9037, -0.4278, 1.4477)  -0.04
C (-5.2309, -0.6534, 1.7355)  -0.03
C (-6.2215, -0.4889, 0.7562)  -0.03
C (-5.8944, -0.1169, -0.5296)  -0.05
C (-4.5484, 0.1042, -0.8182)  -0.43
H (-1.3951, 0.6813, -2.1689)  -0.04
H (-3.1299, -0.5802, 2.1804)  0.05
H (-5.5180, -0.9701, 2.7297)  0.12
H (-7.2568, -0.6697, 1.0101)  0.13
H (-6.6555, -0.0062, -1.2897)  0.13



Molecular formula: C34H53CrN2O2P2
Method: DFT, ωB97M-V/def2-TZVPD

Values from the calculation:
E_LUMO (spin up / spin down) ... -2.74 / -3.13 eV
E_tot ... -3314.32410 a.u.
2S+1 ... 5
Molar mass ... 635.8 g mol⁻¹
Net charge ... +1
Frontier orbital gap (spin up / spin down) ... 5.973 / 5.583 eV

Each line ends with the Löwdin charge.
Element x y z (Å)
C (-1.3595, -1.5628, -1.8017)  -0.35
C (0.6511, -2.5897, -1.0424)  -0.36
C (-1.5901, -2.5856, -2.7027)  -0.07
C (0.3544, -3.7140, -1.8473)  -0.03
C (-0.7338, -3.6849, -2.6990)  -0.06
H (-2.4345, -2.4933, -3.3892)  0.11
H (1.0711, -4.5330, -1.7982)  0.12
H (-0.9186, -4.5043, -3.3886)  0.11
N (-0.2404, -1.5313, -1.0422)  -0.05
P (-2.3731, 0.0724, 0.1493)  1.13
P (2.3245, -0.8942, 0.3827)  1.03
C (-2.3452, -0.4020, -1.6280)  -0.26
H (-2.0268, 0.4544, -2.2440)  0.08
H (-3.3555, -0.6735, -1.9676)  0.08
C (0.4107, 1.5933, 1.3119)  -0.15
O (0.6170, 2.6372, 1.8085)  0.13
C (1.8365, -2.4486, -0.2868)  -0.26
H (2.4918, -3.3174, -0.1758)  0.06
C (3.4182, -0.1393, -0.9677)  -0.65
C (3.3648, -1.2836, 1.8990)  -0.66
C (-3.2667, 1.7374, 0.2402)  -0.67
C (-3.5083, -1.3295, 0.8166)  -0.64
C (3.4903, 1.3716, -0.6919)  -0.09
H (4.1225, 1.5906, 0.1767)  0.07
H (3.9206, 1.8670, -1.5749)  0.09
H (2.5070, 1.8086, -0.4964)  0.04
C (4.8391, -0.7186, -1.0005)  -0.09
H (5.4369, -0.4792, -0.1151)  0.07
H (4.8403, -1.8044, -1.1463)  0.09
H (5.3615, -0.2775, -1.8632)  0.10
C (2.8064, -0.4076, -2.3551)  -0.09
H (3.2678, 0.2696, -3.0929)  0.09
H (2.9813, -1.4414, -2.6798)  0.09
H (1.7296, -0.2414, -2.3761)  0.04
C (4.0693, 0.0059, 2.3546)  -0.09
H (3.3497, 0.8305, 2.4465)  0.07
H (4.5176, -0.1558, 3.3463)  0.10
H (4.8734, 0.3187, 1.6813)  0.06
C (2.4524, -1.7475, 3.0374)  -0.09
H (1.8189, -0.9430, 3.4235)  0.05
H (1.8089, -2.5835, 2.7459)  0.09
H (3.0847, -2.1305, 3.8567)  0.10
C (4.3592, -2.4320, 1.6722)  -0.08
H (5.1051, -2.2474, 0.8997)  0.06
H (4.9094, -2.5971, 2.6088)  0.09
H (3.8454, -3.3669, 1.4323)  0.08
C (-3.9116, -0.9891, 2.2543)  -0.09
H (-4.3851, -1.8684, 2.7189)  0.10
H (-3.0261, -0.7366, 2.8494)  0.06
H (-4.6381, -0.1719, 2.3215)  0.07
C (-2.7093, -2.6395, 0.8692)  -0.08
H (-2.4829, -3.0305, -0.1293)  0.08
H (-1.7697, -2.5118, 1.4210)  0.08
H (-3.3017, -3.4059, 1.3956)  0.10
C (-4.7625, -1.5848, -0.0403)  -0.08
H (-5.3370, -2.4092, 0.4088)  0.10
H (-5.4371, -0.7267, -0.0975)  0.06
H (-4.5249, -1.9030, -1.0603)  0.07
C (-2.5485, 2.7559, -0.6547)  -0.10
H (-2.5738, 2.4719, -1.7130)  0.08
H (-3.0639, 3.7251, -0.5600)  0.10
H (-1.5073, 2.9049, -0.3509)  0.06
C (-3.1763, 2.2277, 1.6922)  -0.08
H (-2.1366, 2.2507, 2.0371)  0.06
H (-3.5832, 3.2489, 1.7429)  0.10
H (-3.7519, 1.6058, 2.3846)  0.06
C (-4.7347, 1.6816, -0.2015)  -0.08
H (-4.8539, 1.2514, -1.2027)  0.09
H (-5.3828, 1.1425, 0.4977)  0.07
H (-5.1229, 2.7112, -0.2462)  0.09
Cr (0.1648, 0.0330, 0.1718)  0.33
N (0.2123, 1.2108, -1.3195)  0.09
C (0.3486, 1.9386, -2.2270)  -0.08
C (0.5396, 2.6659, -3.3772)  -0.21
C (0.3478, 4.0614, -3.3144)  0.00
C (0.8944, 1.9649, -4.5506)  0.00
C (0.5046, 4.7825, -4.4853)  -0.05
H (0.0792, 4.5048, -2.3501)  0.13
C (1.0591, 2.7006, -5.7119)  -0.05
H (1.0145, 0.8770, -4.5012)  0.13
C (0.8569, 4.0916, -5.6593)  -0.04
H (0.3461, 5.8654, -4.4623)  0.12
H (1.3351, 2.1750, -6.6317)  0.12
H (0.9765, 4.6623, -6.5753)  0.11
C (0.4139, 1.0431, 4.9065)  0.00
C (-0.2708, -0.0183, 4.0902)  -0.46
C (-0.7177, -1.2766, 4.7730)  -0.01
O (-0.5184, 0.1933, 2.8850)  -0.09
H (0.4180, 0.7897, 5.9751)  0.09
H (-0.1145, 1.9945, 4.7327)  0.10
H (1.4506, 1.1779, 4.5365)  0.10
H (-1.0183, -2.0091, 4.0008)  0.09
H (0.0910, -1.6822, 5.4068)  0.10
H (-1.5767, -1.0428, 5.4337)  0.11



Molecular formula: C5H4N2
Method: DFT, ωB97M-V/def2-TZVPD

Values from the calculation:
E_LUMO ... 0.94 eV
E_tot ... -302.35985 a.u.
Molar mass ... 92.1 g mol⁻¹
Frontier orbital gap ... 10.045 eV
SMILES ... C#Cc1cc[nH]n1

Each line ends with the Löwdin charge.
Element x y z (Å)
C (-2.1083, -0.9131, -1.9715)  0.11
C (-1.2822, -0.6518, -1.1335)  -0.08
C (-0.2769, -0.2714, -0.1775)  -0.34
C (0.1415, 1.0493, 0.1280)  -0.03
C (1.1461, 0.8876, 1.0485)  -0.11
N (1.2773, -0.4456, 1.2383)  -0.04
N (0.4293, -1.1757, 0.5061)  0.08
H (-2.8444, -1.1500, -2.7126)  0.03
H (-0.2307, 1.9710, -0.2980)  0.10
H (1.7569, 1.6037, 1.5816)  0.11
H (1.9914, -0.9041, 1.7906)  0.15



Molecular formula: C3H6S
Method: DFT, ωB97M-V/def2-TZVPD

Values from the calculation:
E_LUMO ... 0.74 eV
E_tot ... -515.99732 a.u.
Molar mass ... 74.1 g mol⁻¹
Frontier orbital gap ... 9.235 eV
SMILES ... C1CSC1

Each line ends with the Löwdin charge.
Element x y z (Å)
C (1.3519, -0.1014, -0.0335)  -0.42
C (0.2886, -1.0600, 0.0337)  -0.54
S (-1.1918, 0.0536, -0.0304)  0.75
C (0.4978, 1.0971, 0.0364)  -0.38
H (1.9427, -0.0587, -0.9271)  0.09
H (2.4022, -0.2340, 0.4569)  0.15
H (0.3289, -1.6989, -0.7903)  0.04
H (0.2973, -1.8419, 0.9454)  0.13
H (0.7241, 1.9848, -0.6078)  0.09
H (0.5439, 1.3767, 1.1896)  0.10



Molecular formula: C5H6NO
Method: DFT, ωB97M-V/def2-TZVPD

Values from the calculation:
E_LUMO ... -3.38 eV
E_tot ... -323.72021 a.u.
Molar mass ... 96.1 g mol⁻¹
Net charge ... +1
Frontier orbital gap ... 10.723 eV

Each line ends with the Löwdin charge.
Element x y z (Å)
C (1.2835, 0.3409, 2.7440)  0.16
C (0.6096, -0.8031, 3.0079)  0.17
C (0.6380, -0.3232, 1.6735)  -0.36
C (0.3351, 0.8565, -1.0748)  0.21
C (-1.3189, -0.1853, -2.6377)  -0.03
N (-0.3742, 0.5161, -1.9229)  0.08
O (0.2629, -0.4010, 0.5187)  0.03
H (1.8608, 1.1451, 3.1449)  0.12
H (0.2837, -1.5105, 3.7374)  0.12
H (1.0918, 1.4770, -0.6707)  0.14
H (-0.8167, -0.9863, -3.1869)  0.12
H (-1.7854, 0.4915, -3.3576)  0.12
H (-2.0702, -0.6179, -1.9757)  0.12



Max |F|: 0.115 0.004 0.124 0.009 0.108 0.060 (Eh/bohr)
Relative energy (zero: lowest compared OMol25 entry of this formula, charge and spin): 36.8 0.4 0.0 43.0 43.0 94.0 (kcal/mol)